(1)
Below is a gas-phase ion, C5H10N (charge +1) at a distorted geometry, with properties calculated with the ωB97M-V functional and the def2-TZVPD basis.

XYZ file:
```
16
Properties=species:S:1:pos:R:3:forces:R:3
C -1.841 -0.385 -0.260 -0.77 1.33 -0.33
C -0.415 -0.086 0.105 -0.57 -0.97 -1.43
C 0.636 -1.130 0.486 -0.01 1.40 -1.20
C 1.684 -0.253 -0.289 0.01 1.67 0.84
C 0.590 0.844 -0.661 1.24 -5.73 2.80
N -0.049 1.264 0.563 2.34 -0.66 3.23
H -2.309 0.648 -0.199 -0.05 -1.16 -1.27
H -2.525 -0.912 0.439 1.16 -0.26 -0.09
H -1.807 -0.926 -1.266 -0.54 1.11 1.30
H 0.435 -2.148 0.106 0.08 0.78 -0.15
H 0.733 -1.193 1.533 0.45 -0.20 1.32
H 2.459 0.277 0.314 -0.17 -0.96 -0.39
H 2.110 -0.737 -1.158 0.04 0.09 -0.09
H 0.561 1.379 -1.513 -0.47 2.05 -2.51
H 0.444 1.437 1.533 -1.00 -0.15 -2.41
H -0.706 1.920 0.267 -1.73 1.67 0.37
```
Forces are in eV/Å.

structure (SMILES)	C[C@@]12CC[C@@H]1[NH2+]2
net charge	+1
max |F|	6.50	eV/Å
ΔE to the lowest compared entry with this formula, charge and spin	2.1707	eV
HOMO	-15.3	eV
Kohn-Sham gap	11.94	eV
LUMO energy	-3.33	eV

***

(2)
Below is a molecular structure, C25H41AlBBeCl3IN3NaO12S at a distorted geometry, with properties calculated with the ωB97M-V functional and the def2-TZVPD basis.

XYZ file:
```
90
Properties=species:S:1:pos:R:3:forces:R:3
C -4.527 4.108 0.625 0.80 -1.03 -0.07
C -3.703 2.887 0.185 -0.23 1.21 -0.14
C -4.078 1.584 0.479 -0.03 -0.16 0.28
C -3.280 0.509 0.092 -0.15 0.48 -0.07
C -2.103 0.760 -0.595 0.64 -0.83 -0.45
C -1.157 -0.366 -1.003 -0.12 0.16 -0.20
B 0.181 -0.329 -0.128 -0.18 -0.38 -0.42
C 0.200 -1.039 1.302 -0.26 0.54 -0.66
C -0.017 -0.057 2.465 -0.36 -1.06 0.21
C -1.491 0.308 2.689 0.73 0.99 0.80
I 1.149 1.763 2.337 -1.97 0.29 0.11
C 1.434 0.406 -0.768 -0.05 -0.20 -0.08
C 2.207 -0.513 -1.774 0.72 1.28 0.41
N 2.921 -1.474 -0.978 -0.19 -0.42 -0.28
N 1.347 -1.113 -2.765 0.61 -0.48 -0.02
N 3.222 0.385 -2.455 -0.45 0.07 0.32
C -1.745 2.067 -0.927 -0.08 0.03 0.20
C -2.535 3.139 -0.541 0.22 -0.49 0.10
H -4.150 4.419 1.607 -0.48 0.32 0.03
H -4.339 4.916 -0.078 -0.28 0.11 0.10
H -5.582 3.845 0.685 -0.02 0.27 0.13
H -4.992 1.427 1.038 0.00 -0.12 -0.04
H -3.558 -0.510 0.334 -0.03 0.03 0.00
H -1.662 -1.337 -0.954 0.00 0.09 0.26
H -0.908 -0.237 -2.059 0.05 0.07 0.10
H 1.110 -1.638 1.403 0.10 0.28 0.14
H -0.644 -1.739 1.339 0.11 -0.01 0.13
H 0.310 -0.550 3.380 0.26 0.29 -0.02
H -1.814 1.098 2.000 -0.10 -0.91 -0.25
H -2.141 -0.565 2.671 -0.04 0.08 -0.29
H -1.552 0.737 3.700 -0.12 -0.12 -0.04
H 2.186 0.731 -0.047 -0.07 -0.11 0.00
H 1.113 1.320 -1.282 -0.05 -0.14 -0.06
H 3.518 -0.992 -0.315 -0.10 0.00 0.11
H 3.550 -2.027 -1.557 -0.21 -0.13 0.02
H 1.878 -1.882 -3.172 -0.23 -0.18 0.07
H 1.249 -0.469 -3.545 -0.20 0.10 0.10
H 3.699 0.856 -1.686 0.29 -0.01 -0.17
H 2.672 1.134 -2.876 0.31 0.01 -0.36
H -0.836 2.226 -1.492 -0.04 0.13 0.02
H -2.227 4.149 -0.783 -0.08 0.00 -0.01
Na -2.086 3.132 2.322 0.48 0.42 -0.30
O 6.191 -0.654 -3.822 -0.31 0.02 -0.13
H 5.653 -0.091 -3.229 -0.01 0.03 -0.01
C -9.119 -2.130 -0.047 -0.11 -0.02 0.05
C -8.161 -1.199 -0.119 0.06 -0.26 -0.11
C -8.055 -0.099 0.903 -0.10 0.10 0.64
O -7.149 0.745 0.813 -0.35 -0.91 -0.21
C -9.024 -0.056 1.964 0.14 0.14 -0.11
C -9.991 -0.989 2.041 0.09 0.41 0.28
C -10.091 -2.101 1.035 0.17 -0.20 -0.46
O -10.971 -2.923 1.167 -0.14 0.11 0.27
O -10.900 -0.984 2.994 -0.06 -0.31 -0.21
O -7.253 -1.217 -1.103 -0.06 0.28 0.30
H -9.204 -2.925 -0.774 0.04 0.01 -0.02
H -8.943 0.749 2.681 -0.04 -0.02 0.02
H -11.476 -1.757 2.825 -0.06 0.01 0.08
H -6.648 -0.472 -0.950 0.23 -0.16 -0.03
Al -6.982 1.967 -1.285 -0.31 1.01 -2.31
O 0.445 5.170 0.859 -0.29 -0.44 0.14
H 1.378 5.017 0.659 0.00 0.07 -0.02
C 6.221 -0.732 -6.904 1.04 -3.27 -0.49
O 5.204 0.048 -6.797 0.72 2.83 -2.13
O 6.196 -1.926 -7.225 -0.97 0.38 0.77
O 7.450 -0.253 -6.782 -0.42 4.02 -2.33
Cl 1.283 -4.667 -1.361 0.00 0.05 -0.04
C 2.263 -5.838 -2.282 -0.04 -0.14 -0.04
C 3.709 -5.825 -1.860 0.00 -0.12 0.05
Cl 4.532 -4.310 -2.319 0.07 0.00 -0.06
H 2.154 -5.607 -3.339 0.02 0.07 0.02
H 1.837 -6.823 -2.099 0.03 0.00 0.05
H 4.242 -6.636 -2.354 -0.01 0.04 -0.07
H 3.815 -5.951 -0.785 -0.04 0.09 0.01
Cl -7.517 2.182 -3.715 0.35 -0.24 1.72
Be 6.558 1.140 -7.945 -0.39 -3.92 4.45
O 5.464 -0.515 3.422 0.08 -0.18 -0.25
S 5.630 0.815 2.923 -0.03 0.59 0.48
O 6.050 1.048 1.573 -0.08 -0.29 -0.17
O 6.579 1.620 3.909 -0.14 0.00 0.00
C 7.865 1.049 4.235 0.70 -0.21 0.04
C 8.872 1.228 3.117 -0.17 -0.03 -0.27
C 4.156 1.730 3.214 0.28 -0.22 -0.26
H 7.753 -0.003 4.503 -0.20 0.02 -0.07
H 8.209 1.573 5.125 -0.28 0.13 0.02
H 8.597 0.642 2.240 0.02 -0.03 0.02
H 9.861 0.907 3.443 -0.03 0.02 0.09
H 8.921 2.272 2.807 0.05 0.02 0.08
H 3.847 1.590 4.246 -0.02 -0.04 -0.01
H 3.386 1.336 2.525 1.35 0.09 0.57
H 4.345 2.781 3.002 0.00 -0.02 -0.03
```
Forces are in eV/Å.

net charge	+1
max |F|	5.95	eV/Å
ΔE to the lowest compared entry with this formula, charge and spin	0.0000	eV
HOMO	-9.8	eV
Kohn-Sham gap	1.51	eV
LUMO energy	-8.24	eV

***

net charge of number 1 (C5H10N)?
+1